Record 1
# C7H13NOS

A cluster of 2 separate species, C7H13NOS in total in a non-equilibrium geometry (wB97M-V/def2-TZVPD, the OMol25 dataset).

```
23
Properties=species:S:1:pos:R:3
C 3.604 -0.233 -0.275
C -0.297 1.208 -1.540
C 0.455 -0.157 -1.339
C -1.007 1.487 -0.182
C 0.183 -0.340 0.200
C 0.216 -1.800 0.576
C -1.626 0.074 1.708
N -1.262 0.225 0.383
O 3.621 -1.201 -0.901
S 3.360 1.031 0.561
H 0.309 2.123 -1.842
H -0.935 1.392 -2.427
H 0.102 -1.104 -1.812
H 1.534 -0.145 -1.443
H -0.371 2.136 0.430
H -1.985 2.215 -0.267
H 0.071 -2.014 1.663
H 1.320 -1.984 0.418
H -0.360 -2.603 0.043
H -1.616 -1.028 1.881
H -0.650 0.306 2.304
H -2.639 0.570 2.025
H -2.027 -0.156 -0.163
```

Output
LUMO level	0.762	eV
relative energy (zero: lowest compared OMol25 entry of this formula, charge and spin)	90.8	kcal per mole
energy	-21838.4744	eV

Record 2
# C20H27Cl3N5PSTi

A structure of composition C20H27Cl3N5PSTi (wB97M-V/def2-TZVPD, the OMol25 dataset).

```
58
Properties=species:S:1:pos:R:3
Ti -1.022 0.119 -0.644
N -4.857 -2.011 -0.313
C -3.828 -1.196 -0.015
S -2.240 -1.924 0.189
N -4.055 0.084 0.115
N -2.874 0.707 0.424
C -2.854 1.498 1.418
C -1.538 1.812 1.962
C -1.373 2.655 3.051
C -0.116 2.784 3.616
C 0.933 2.053 3.083
C 0.682 1.237 1.995
N -0.521 1.102 1.440
H -4.723 -3.004 -0.272
H -5.793 -1.641 -0.270
H -3.759 1.782 1.948
H -2.223 3.192 3.449
H 0.038 3.434 4.467
H 1.929 2.107 3.497
H 1.483 0.671 1.543
C -1.238 -0.926 -2.802
C -2.419 -0.204 -2.560
C -2.101 1.171 -2.523
C -0.719 1.297 -2.763
C -0.181 0.002 -2.920
H -1.162 -1.998 -2.851
H -3.397 -0.625 -2.405
H -2.796 1.977 -2.350
H -0.161 2.216 -2.798
H 0.853 -0.226 -3.119
Cl 1.768 5.546 1.277
C 0.618 5.224 -0.030
Cl -1.018 5.683 0.467
Cl 1.085 6.088 -1.493
C 0.625 3.786 -0.305
N 0.620 2.661 -0.522
C 3.125 -0.062 -1.612
C 2.823 -0.832 -0.329
P 1.099 -1.463 -0.229
C 0.973 -2.234 1.443
C 2.276 -2.618 2.142
C 1.077 -2.893 -1.378
C 2.061 -4.022 -1.092
H 4.139 0.336 -1.585
H 2.438 0.775 -1.742
H 3.055 -0.707 -2.489
H 3.000 -0.196 0.540
H 3.508 -1.675 -0.217
H 0.330 -3.108 1.308
H 0.395 -1.554 2.069
H 2.900 -3.268 1.530
H 2.056 -3.147 3.069
H 2.869 -1.739 2.401
H 1.230 -2.496 -2.385
H 0.050 -3.266 -1.349
H 3.097 -3.681 -1.117
H 1.959 -4.803 -1.845
H 1.875 -4.480 -0.121
```

Output
⟨S²⟩	0.757
total charge	+1
LUMO level (spin up / spin down)	-3.540 / -3.552	eV
relative energy (zero: lowest compared OMol25 entry of this formula, charge and spin)	6.9	kcal per mole
multiplicity	2
energy	-109431.1990	eV

Record 3
# CH4NOPS

The molecule CH4NOPS in a non-equilibrium geometry (wB97M-V/def2-TZVPD, the OMol25 dataset).

```
9
Properties=species:S:1:pos:R:3
C -0.522 -1.044 -0.208
N -1.891 1.202 -0.423
O -1.858 -1.375 -0.130
P -0.444 0.815 0.033
S -2.948 -0.019 0.099
H 0.058 -1.572 0.562
H -0.129 -1.291 -1.206
H 0.257 1.578 -0.822
H 0.140 0.963 1.308
```

Output
LUMO level	0.686	eV
relative energy (zero: lowest compared OMol25 entry of this formula, charge and spin)	43.7	kcal per mole
energy	-24760.6019	eV

Record 4
# C3H9OPS2

A cluster of 2 separate species, C3H9OPS2 in total in a non-equilibrium geometry (wB97M-V/def2-TZVPD, the OMol25 dataset).

```
16
Properties=species:S:1:pos:R:3
C -0.763 -2.281 -2.421
C 1.219 1.736 2.271
C -1.672 -1.562 -1.502
O -0.073 1.669 0.138
P 1.312 2.472 0.591
S 2.506 0.953 -0.256
S -2.057 0.018 -1.611
H -0.729 -3.366 -2.154
H -1.092 -2.065 -3.459
H 0.254 -1.826 -2.380
H 0.765 0.843 2.360
H 2.354 1.704 2.512
H 0.705 2.468 2.991
H 3.696 1.514 -0.177
H -2.032 -1.996 -0.446
H -0.386 1.844 -0.685
```

Output
⟨S²⟩	2.006
LUMO level (spin up / spin down)	0.823 / -2.221	eV
relative energy (zero: lowest compared OMol25 entry of this formula, charge and spin)	1.9	kcal per mole
multiplicity	3
energy	-36260.7379	eV